Record 1
The following is a DFT calculation (ωB97M-V/def2-TZVPD) of a cluster of 6 separate species, C31H81ClNO21P6 in total.

Geometry (Å):
C -2.658 1.867 1.926
C -2.056 0.476 1.916
N -2.552 -0.264 0.703
P -2.359 -1.881 0.769
C -3.800 -2.590 1.528
C -5.097 -1.826 1.183
C -5.977 -2.544 0.157
C -7.337 -1.891 -0.052
C -7.304 -0.401 -0.359
C -6.673 -0.077 -1.727
C -5.425 0.808 -1.700
C -5.783 2.249 -1.363
C -4.704 3.331 -1.544
C -3.532 3.016 -2.442
O -2.603 2.141 -1.785
C -1.246 2.469 -1.993
C -1.927 -2.622 -0.851
Cl -3.188 -3.737 -1.391
C -1.582 -1.630 -1.971
C -0.501 -2.165 -2.929
H -3.697 1.831 2.258
H -2.679 2.262 0.908
H -2.079 2.537 2.558
H -2.316 -0.083 2.818
H -0.969 0.552 1.834
H -2.170 0.170 -0.132
H -1.278 -2.173 1.602
H -3.889 -3.636 1.224
H -3.679 -2.582 2.615
H -5.678 -1.691 2.098
H -4.870 -0.831 0.808
H -5.454 -2.632 -0.800
H -6.143 -3.564 0.523
H -7.851 -2.401 -0.873
H -7.945 -2.069 0.841
H -8.350 -0.084 -0.372
H -6.836 0.174 0.446
H -7.410 0.432 -2.352
H -6.439 -1.019 -2.232
H -4.940 0.743 -2.679
H -4.700 0.429 -0.972
H -6.669 2.532 -1.936
H -6.091 2.263 -0.314
H -4.311 3.670 -0.583
H -5.187 4.203 -1.994
H -3.016 3.946 -2.700
H -3.851 2.560 -3.385
H -1.050 3.533 -1.827
H -0.898 2.195 -2.995
H -0.660 1.905 -1.266
H -1.061 -3.254 -0.653
H -1.242 -0.679 -1.562
H -2.492 -1.442 -2.538
H -0.912 -2.390 -3.910
H -0.002 -3.050 -2.534
H 0.276 -1.415 -3.072
C 6.094 2.147 -1.932
O 4.959 2.895 -2.406
P 3.509 2.356 -2.072
O 3.181 2.214 -0.654
O 3.350 1.008 -2.881
C 3.642 0.968 -4.287
O 2.606 3.369 -2.886
C 2.196 4.575 -2.221
H 6.779 2.838 -1.450
H 5.799 1.377 -1.219
H 6.590 1.684 -2.783
H 4.498 0.315 -4.444
H 3.862 1.958 -4.681
H 2.774 0.560 -4.799
H 2.070 5.351 -2.971
H 2.933 4.901 -1.488
H 1.249 4.396 -1.715
C 7.442 6.093 0.677
O 8.870 6.098 0.804
P 9.683 4.867 0.208
O 9.501 4.626 -1.224
O 9.269 3.639 1.108
C 9.371 3.694 2.541
O 11.147 5.194 0.682
C 11.991 6.005 -0.154
H 7.136 7.062 0.291
H 7.103 5.314 -0.007
H 7.001 5.935 1.660
H 8.368 3.632 2.959
H 9.852 4.613 2.871
H 9.961 2.839 2.860
H 12.667 6.540 0.507
H 11.406 6.716 -0.736
H 12.556 5.362 -0.825
C -10.595 -6.496 -1.497
O -9.229 -6.339 -1.921
P -8.789 -4.933 -2.513
O -8.962 -3.791 -1.617
O -9.541 -4.770 -3.885
C -9.491 -5.800 -4.885
O -7.296 -5.242 -2.941
C -6.286 -5.057 -1.946
H -10.586 -6.940 -0.505
H -11.112 -5.538 -1.457
H -11.103 -7.162 -2.192
H -10.493 -6.202 -5.017
H -8.810 -6.601 -4.604
H -9.155 -5.347 -5.814
H -5.473 -5.745 -2.170
H -6.670 -5.259 -0.947
H -5.930 -4.029 -1.992
C -5.699 -2.452 7.089
O -4.965 -1.238 7.314
P -3.584 -1.031 6.564
O -3.667 -1.067 5.101
O -2.601 -2.112 7.145
C -2.400 -2.240 8.565
O -3.078 0.320 7.196
C -3.482 1.569 6.609
H -6.729 -2.184 6.871
H -5.289 -3.016 6.251
H -5.661 -3.057 7.993
H -2.773 -3.213 8.878
H -2.913 -1.454 9.115
H -1.332 -2.179 8.755
H -3.512 2.299 7.412
H -4.465 1.491 6.149
H -2.749 1.868 5.862
C 13.895 -1.423 -0.900
O 12.684 -0.746 -1.264
P 11.585 -0.525 -0.134
O 12.040 0.206 1.046
O 11.036 -1.968 0.212
C 10.572 -2.838 -0.827
O 10.413 0.120 -0.964
C 10.419 1.557 -1.135
H 14.732 -0.838 -1.274
H 13.986 -1.526 0.181
H 13.902 -2.408 -1.366
H 11.229 -3.706 -0.874
H 10.558 -2.340 -1.795
H 9.565 -3.160 -0.571
H 9.922 1.773 -2.077
H 11.435 1.947 -1.170
H 9.875 2.008 -0.313

Values from the calculation:
2S+1: 1
Kohn-Sham gap: 9.661 eV
DFT total energy: -5373.11924 Ha
Charge: +1

These are the Mulliken partial charges, in e, on atoms 1 to 6:
1. C -1.066
2. C -0.640
3. N 0.620
4. P -0.110
5. C -0.923
6. C -0.272

=====

Record 2
The following is a DFT calculation (ωB97M-V/def2-TZVPD) of an isolated molecule of C4H8N4O in a non-equilibrium geometry.

Geometry (Å):
C -0.679 2.592 -0.281
C -0.229 0.235 -0.203
C -1.907 -1.515 -0.532
C 0.567 -1.858 -0.037
H -1.316 3.017 -0.802
H 0.321 2.687 -0.745
H -0.537 2.739 0.868
H -2.212 -0.632 -1.267
H -2.000 -2.491 -1.194
H -2.550 -1.747 0.602
H 0.401 -2.866 0.261
H 1.845 1.744 0.790
N -0.905 1.176 -0.564
N -0.566 -1.233 -0.348
N 1.531 -1.171 0.277
N 1.073 0.216 0.269
O 1.450 0.989 1.295

Values from the calculation:
Relative energy (zero: lowest compared OMol25 entry of this formula, charge and spin): 156.41 kcal/mol
2S+1: 1
Kohn-Sham gap: 8.973 eV
DFT total energy: -451.26898 Ha
SMILES: C/N=c1/n(C)cnn1O

These are the Mulliken partial charges, in e, on atoms 1 to 6:
1. C -0.851
2. C 0.229
3. C -0.849
4. C 0.048
5. H 0.438
6. H 0.237

=====

Record 3
The following is a DFT calculation (ωB97M-V/def2-TZVPD) of a structure of composition C23H28Cl2N6O2S4V in a non-equilibrium geometry.

Geometry (Å):
V 0.800 0.351 -1.419
N -0.579 1.724 -3.171
C -1.773 0.931 -3.415
C -1.427 -0.546 -3.261
N -0.903 -0.796 -1.921
C -0.559 -2.200 -1.687
C 0.893 -2.407 -2.104
N 1.689 -1.510 -1.274
H 0.096 1.545 -3.910
H -0.799 2.715 -3.166
H -2.525 1.215 -2.672
H -2.192 1.101 -4.419
H -2.321 -1.157 -3.454
H -0.652 -0.815 -3.983
H -1.620 -0.518 -1.252
H -0.631 -2.409 -0.613
H -1.224 -2.879 -2.236
H 1.190 -3.457 -1.983
H 1.034 -2.116 -3.150
H 1.640 -1.819 -0.298
H 2.669 -1.528 -1.554
Cl 3.212 0.182 -5.691
C 3.708 0.870 -4.191
C 4.979 1.441 -4.080
C 5.425 1.982 -2.894
Cl 6.997 2.675 -2.816
C 4.614 1.959 -1.733
C 4.977 2.408 -0.448
C 4.103 2.197 0.593
C 2.864 1.595 0.359
N 2.465 1.226 -0.845
C 3.333 1.378 -1.871
C 2.848 0.836 -3.091
O 1.660 0.316 -3.055
H 5.625 1.443 -4.944
H 5.934 2.881 -0.298
H 4.366 2.484 1.597
H 2.198 1.362 1.180
S -2.223 -0.263 6.372
C -1.637 -0.715 4.898
S -0.325 0.154 4.136
C -0.541 -0.887 2.684
N -1.480 -1.746 2.847
N -2.071 -1.682 4.057
C -3.091 -2.620 4.320
C -3.420 -3.013 5.613
C -4.450 -3.917 5.809
C -5.132 -4.455 4.730
C -4.782 -4.084 3.442
C -3.767 -3.170 3.233
S 0.499 -0.731 1.378
H -2.881 -2.633 6.464
H -4.721 -4.206 6.813
H -5.928 -5.168 4.888
H -5.307 -4.500 2.594
H -3.479 -2.871 2.238
C -1.130 4.200 -0.375
S 0.137 2.993 0.183
C -0.420 2.925 1.919
O -0.320 1.691 -0.411
H -2.117 3.752 -0.314
H -0.909 4.499 -1.396
H -1.072 5.074 0.267
H -0.177 3.867 2.399
H 0.117 2.115 2.408
H -1.485 2.731 1.976

Values from the calculation:
Relative energy (zero: lowest compared OMol25 entry of this formula, charge and spin): 38.32 kcal/mol
2S+1: 3
Kohn-Sham gap (alpha / beta): 5.768 / 5.513 eV
DFT total energy: -4829.27288 Ha
Charge: +1
<S²>: 2.02

These are the Mulliken partial charges, in e, on atoms 1 to 6:
1. V 0.568
2. N -0.271
3. C -0.817
4. C -0.630
5. N 0.034
6. C -0.661

=====

Record 4
The following is a DFT calculation (ωB97M-V/def2-TZVPD) of a structure of composition C7H11NO in a non-equilibrium geometry.

Geometry (Å):
C 0.064 0.796 0.392
C 1.475 0.142 0.575
C 2.042 -0.255 -0.678
C -0.294 -0.592 -0.285
C 0.684 -1.211 0.853
C -1.753 -0.766 -0.568
C -2.791 0.048 -0.137
H -0.077 1.427 -1.389
H -0.474 2.850 0.173
H -0.077 1.067 1.623
H 2.242 0.159 1.339
H 2.701 0.596 -1.081
H 2.712 -0.997 -0.916
H 1.270 -2.172 0.469
H 0.242 -1.164 1.886
H -2.390 -2.042 -0.691
H -2.728 1.207 0.211
H -3.781 -0.557 0.052
N 0.182 1.897 -0.365
O 0.751 -0.433 -1.462

Values from the calculation:
Relative energy (zero: lowest compared OMol25 entry of this formula, charge and spin): 206.39 kcal/mol
2S+1: 1
Kohn-Sham gap: 9.214 eV
DFT total energy: -403.00506 Ha

These are the Mulliken partial charges, in e, on atoms 1 to 6:
1. C -0.175
2. C -0.515
3. C -0.650
4. C 0.902
5. C -0.483
6. C -0.854

=====

Record 5
The following is a DFT calculation (ωB97M-V/def2-TZVPD) of a structure of composition C25H21BBrN4O10SY in a non-equilibrium geometry.

Geometry (Å):
Y -1.503 -0.879 1.557
O -1.340 -5.121 2.145
C -1.585 -4.055 1.629
O -1.275 -2.898 2.168
C -2.273 -4.033 0.266
C -2.301 -5.242 -0.406
C -2.895 -5.351 -1.650
C -3.480 -4.264 -2.264
C -3.440 -3.056 -1.607
C -2.871 -2.889 -0.326
O -2.962 -1.729 0.273
N -4.049 -1.910 -2.291
O -3.450 -0.854 -2.283
O -5.038 -2.134 -2.964
N -2.910 -6.645 -2.338
O -3.430 -6.692 -3.436
O -2.388 -7.588 -1.779
H -1.853 -6.105 0.065
H -3.954 -4.353 -3.230
O -1.917 5.605 2.695
C -1.949 4.295 2.413
C -2.486 3.777 1.236
C -2.459 2.415 1.048
N -1.949 1.563 1.950
C -1.436 2.086 3.055
Br -0.656 0.835 4.250
C -1.405 3.427 3.355
H -2.292 6.121 1.972
H -2.903 4.423 0.475
H -2.848 1.973 0.138
H -0.967 3.802 4.268
C 6.644 2.146 -2.707
C 5.312 2.723 -2.226
C 4.610 3.370 -3.428
C 5.610 3.801 -1.175
C 4.400 1.656 -1.618
C 4.774 0.315 -1.530
C 3.942 -0.663 -0.977
C 2.719 -0.252 -0.510
O 1.716 -0.981 0.077
B 0.669 -0.080 0.373
O 1.077 1.209 -0.052
C 2.333 1.074 -0.588
C 3.143 2.041 -1.131
H 7.253 2.948 -3.128
H 6.501 1.394 -3.484
H 7.207 1.696 -1.888
H 5.250 4.136 -3.873
H 3.672 3.844 -3.138
H 4.387 2.623 -4.192
H 6.259 4.571 -1.597
H 6.112 3.365 -0.308
H 4.697 4.285 -0.826
H 5.739 0.003 -1.901
H 4.249 -1.698 -0.919
H 2.804 3.068 -1.178
S -5.856 -0.929 4.074
C -4.795 -2.119 4.689
C -3.555 -1.945 4.174
N -3.448 -0.906 3.278
C -4.595 -0.308 3.120
H -5.125 -2.869 5.387
H -2.695 -2.568 4.368
H -4.748 0.525 2.449

Values from the calculation:
Relative energy (zero: lowest compared OMol25 entry of this formula, charge and spin): 8.23 kcal/mol
2S+1: 1
Kohn-Sham gap: 7.709 eV
DFT total energy: -4972.12761 Ha

These are the Mulliken partial charges, in e, on atoms 1 to 6:
1. Y 0.669
2. O -0.663
3. C 0.344
4. O -0.714
5. C 0.708
6. C -0.768